# 1
ORCA calculation (ωB97M-V/def2-TZVPD) on the ion C7H13N2O2 with charge +1.

Geometry (Å):
1 H 2.75955 -0.19176 3.52525
2 C 2.95242 1.40549 2.08485
3 H 1.91142 -1.68878 1.63836
4 H -2.17686 -1.06317 -1.08297
5 H 1.39126 1.04843 -1.26291
6 C -2.17197 -0.86075 0.00443
7 H -0.22610 -0.78532 -1.89227
8 C 1.49540 0.08475 -0.91773
9 H -1.74465 -1.75034 0.50900
10 H 0.23091 -1.68721 -0.45720
11 N 2.14341 0.21907 0.33821
12 O 2.57724 1.44079 0.83954
13 C -1.40444 1.45362 -0.56768
14 H -0.78715 2.37880 -0.21552
15 H -2.50050 1.74558 -0.19535
16 O 3.27694 2.32937 2.74461
17 H -2.93174 -0.29401 0.37617
18 H -0.66492 0.27377 0.97614
19 C 0.12364 -0.65148 -0.76628
20 C -0.92824 0.08516 -0.00541
21 C 2.20303 -0.70407 1.64638
22 H 2.09605 -0.45190 -1.64455
23 N 2.72610 0.11914 2.54811
24 H -1.32882 1.45091 -1.71823

Its LUMO energy is -5.69 eV. For the frontier orbital gap, the calculation gives 8.6 eV. The total charge is +1. The SMILES is CC(C)CC[n+]1c[nH]c(=O)o1.

***

# 2
ORCA calculation (ωB97M-V/def2-TZVPD) on the ion C7H13N2O2 with charge +1.

Geometry (Å):
1 H 4.02684 -0.27329 -1.10032
2 H 2.71495 0.33543 0.97002
3 H 4.08034 1.55598 -0.90915
4 H -1.69029 1.22223 2.89052
5 H 2.06166 1.74494 0.12120
6 N -0.95828 -0.65845 0.39690
7 C 3.39547 0.64654 -1.04370
8 H -2.22424 -2.06926 -0.57481
9 C 0.20137 -0.01996 0.61567
10 O -3.03717 -0.87289 1.28132
11 H 2.78620 0.92571 -1.99065
12 H -0.44833 -2.18951 -0.98351
13 H -2.65195 -0.81489 -2.30167
14 O 1.19015 -0.02071 -0.21867
15 H -1.77607 0.33199 -1.45768
16 C -1.27200 0.55964 2.19623
17 N 0.01110 0.71038 1.74328
18 H -3.69755 -0.30999 1.88941
19 H -0.85543 -0.49647 -2.56323
20 C -1.32443 -1.54190 -0.72079
21 C -1.67873 -0.61445 -1.84453
22 C 2.39658 0.76646 0.09451
23 C -1.81646 -0.41128 1.43443
24 H 0.56628 1.49372 2.07522

Its LUMO energy is -2.67 eV. For the frontier orbital gap, the calculation gives 9.9 eV. The total charge is +1. The SMILES is CCOc1[nH]cc(O)[n+]1CC.

***

# 3
ORCA calculation (ωB97M-V/def2-TZVPD) on a cluster of 2 separate species, C7H13N2O4 in total.

Geometry (Å):
1 H -2.17223 0.28534 -1.43213
2 O 2.56387 -2.98654 -0.42744
3 O 4.78848 1.46417 0.10503
4 H -1.91383 0.58922 2.32089
5 C 2.63782 0.49966 -0.33740
6 C -0.98310 0.44826 0.36847
7 O 1.34656 -3.51204 1.29154
8 H -2.29852 -1.10585 -0.35093
9 H -0.91371 1.54100 0.27640
10 C -2.22226 -0.02062 -0.38792
11 C 3.63212 1.40474 0.50090
12 H 4.08552 -0.10747 -1.71453
13 H 2.39245 -0.25562 -2.30902
14 H -1.17975 -0.98462 1.97210
15 H 2.99349 -1.40615 -1.11626
16 H -0.16007 0.39549 2.36644
17 H 0.44862 -1.20449 0.08852
18 C -1.06722 0.09068 1.84951
19 C 3.05709 -0.33366 -1.44682
20 N 1.43328 0.59494 0.12760
21 C 0.27974 -0.15687 -0.24775
22 H -3.12386 0.40398 0.05030
23 O 3.04777 1.95464 1.44929
24 H 0.20845 -0.17098 -1.34055
25 N 1.76144 -2.65143 0.49157
26 H 1.45588 1.19194 0.98072

Its LUMO energy is 3.11 eV. For the frontier orbital gap, the calculation gives 7.4 eV. The total charge is -1.

***

# 4
ORCA calculation (ωB97M-V/def2-TZVPD) on the ion C7H13N2OS with charge +1.

Geometry (Å):
1 C 0.00014 1.78458 -2.57990
2 H -0.24665 -3.22394 -0.09625
3 H -0.81672 2.53858 -2.53758
4 C 0.07701 1.41318 1.07304
5 C 0.43657 0.80109 -0.03918
6 H 0.80425 -1.25201 -2.13448
7 H 2.13739 -0.77160 -1.02149
8 H 1.26363 -2.28520 -1.04524
9 S 1.37320 1.66474 -1.31933
10 H 0.13050 2.57266 1.20131
11 N 0.30596 -0.63247 -0.12254
12 H -1.17785 -1.24356 2.63467
13 C 1.13138 -1.25762 -1.13480
14 O 1.48887 2.95908 -0.72609
15 H 0.08566 0.41039 2.83544
16 H -0.94044 -3.27581 1.52857
17 H -1.39807 1.35888 2.60756
18 N -0.41345 -2.69790 0.84898
19 H 0.71095 2.06765 -3.40842
20 C -0.38681 -1.34848 0.74694
21 H -0.37541 0.71554 -2.52598
22 H -2.24821 -0.42385 1.30175
23 C -1.25914 -0.58287 1.77568
24 C -0.68277 0.70895 2.13733

Its LUMO energy is -3.70 eV. For the frontier orbital gap, the calculation gives 8.9 eV. The total charge is +1.

***

# 5
ORCA calculation (ωB97M-V/def2-TZVPD) on a cluster of 2 separate species, C7H13N2OS in total.

Geometry (Å):
1 C -2.56394 0.23531 -0.14653
2 C -0.30818 -1.68857 -0.26356
3 C -3.20594 -1.12727 -0.20526
4 H 2.99740 0.34818 -1.32158
5 H 3.52447 -0.39296 0.17784
6 C -4.52683 -0.93611 -0.26885
7 H 0.05330 2.12715 -0.34959
8 H 0.69905 -2.17151 -0.10239
9 N -0.19504 -0.27781 -0.04031
10 H 4.15634 1.09612 -0.16980
11 H -1.08980 -2.16097 0.39421
12 H -3.28833 2.34989 -0.28901
13 N 1.97532 1.17231 0.36990
14 H 2.16010 2.12402 0.07430
15 C 3.20348 0.50953 -0.29483
16 H 2.17408 1.15602 1.36306
17 C -3.49605 1.24947 -0.12264
18 H -5.36518 -1.73450 -0.33434
19 H 0.73417 0.22804 -0.10628
20 S -5.07079 0.68640 -0.16538
21 H -2.58693 -2.00464 -0.17748
22 C -1.18246 0.56459 -0.08560
23 O -0.93555 1.96588 -0.03653
24 H -0.49173 -1.84573 -1.40798

Its LUMO energy is -3.76 eV. For the frontier orbital gap, the calculation gives 9.3 eV. The total charge is +1.

***

# 6
ORCA calculation (ωB97M-V/def2-TZVPD) on a cluster of 2 separate species, C7H13N2S in total.

Geometry (Å):
1 H 2.05815 -0.61299 -2.19890
2 C 1.29393 1.78763 0.76742
3 H 1.87265 1.29702 -1.15287
4 N -1.39105 -0.01614 2.94945
5 H 1.93319 -2.22437 -1.51718
6 H 0.17799 -2.81239 -0.00111
7 C -0.20862 -1.81419 -0.09043
8 H 0.65072 2.43085 -1.07988
9 H 2.05616 2.55528 0.88326
10 H -1.14456 -1.61690 0.40045
11 C 0.01893 0.48777 -0.89556
12 H -2.35283 -1.13841 -1.40811
13 H 0.38345 2.09395 1.27775
14 N 1.00115 1.55867 -0.67211
15 C 1.86289 -1.16642 -1.28219
16 H 2.64215 -0.95182 -0.55336
17 H -3.63447 0.21577 -1.53592
18 C -2.63066 -0.10680 -1.35246
19 S -1.55748 1.08728 -1.03749
20 H -2.95027 -0.68074 4.34573
21 C -2.21249 -0.36296 3.65932
22 C 0.49337 -0.86863 -0.72116
23 H 1.63772 0.85854 1.21535

Its LUMO energy (spin up / spin down) is -3.98 / -4.12 eV. For the frontier orbital gap (spin up / spin down), the calculation gives 7.4 / 7.3 eV. The total charge is +1.

***

Number 1: E -14534.085 eV. Number 2: E -14537.435 eV. Number 3: E -18639.420 eV. Number 4: E -23323.707 eV. Number 5: E -23325.204 eV. Number 6: E -21275.175 eV.